No. 1
Here is a structure of composition C5H3NO in a non-equilibrium geometry from OMol25. Energies are from the ωB97M-V functional and the def2-TZVPD basis.

The max |F| is 1.18 eV/Å. The calculation puts the energy relative to the best compared isomer or geometry (same formula, charge and spin) at 299.9 kJ/mol. As for the highest occupied orbital energy: -9.85 eV. For the gap between HOMO and LUMO, the calculation gives 0.3664 Ha. The calculation puts the LUMO energy at 0.121 eV.

Each line ends with the Löwdin charge.
CARTESIAN COORDINATES (ANGSTROEM)
N -1.26 2.49 -1.76  0.151
C -0.81 1.64 -1.11  -0.181
C -0.28 0.58 -0.31  -0.257
C -0.93 -0.58 -0.04  -0.040
O -0.18 -1.41 0.70  0.020
C 1.00 -0.70 0.92  -0.196
C 1.02 0.60 0.38  0.031
H -1.91 -0.95 -0.33  0.150
H 1.65 -1.17 1.65  0.142
H 1.70 -0.50 -0.09  0.180

---

No. 2
Here is the molecule C5H4 in a non-equilibrium geometry from OMol25. Energies are from the ωB97M-V functional and the def2-TZVPD basis.

The max |F| is 5.04 eV/Å. The calculation puts the energy relative to the best compared isomer or geometry (same formula, charge and spin) at 317.7 kJ/mol. Its SMILES is C=C1C2=C1C2. As for the highest occupied orbital energy: -8.19 eV. For the gap between HOMO and LUMO, the calculation gives 0.3208 Ha. The calculation puts the LUMO energy at 0.544 eV.

Each line ends with the Löwdin charge.
CARTESIAN COORDINATES (ANGSTROEM)
C -0.31 0.23 -0.96  0.136
C 0.39 -0.73 -0.05  -0.052
C -0.26 0.33 0.57  -0.356
C -0.71 0.93 1.59  -0.030
C 0.68 -0.95 -1.40  -0.109
H -0.56 0.59 2.64  0.079
H -1.10 1.97 1.40  0.081
H 0.13 -1.76 -2.03  0.123
H 1.76 -0.62 -1.75  0.126

---

No. 3
Here is a cluster of 14 separate species, C5H40N2O14 in total in a non-equilibrium geometry from OMol25. Energies are from the ωB97M-V functional and the def2-TZVPD basis.

The max |F| is 3.44 eV/Å. The calculation puts the energy relative to the best compared isomer or geometry (same formula, charge and spin) at 479.1 kJ/mol. As for the highest occupied orbital energy: -8.95 eV. For the gap between HOMO and LUMO, the calculation gives 0.3357 Ha. The calculation puts the LUMO energy at 0.180 eV.

Each line ends with the Löwdin charge.
CARTESIAN COORDINATES (ANGSTROEM)
C -0.13 -0.81 -1.21  -0.203
N -1.05 0.34 -1.26  -0.059
C -2.20 0.17 -2.13  -0.316
N -2.06 0.74 -3.45  0.021
C 1.18 -0.42 -0.56  -0.203
C 1.14 -0.61 0.96  -0.158
C 2.36 -0.17 1.81  -0.235
O 3.54 -0.15 1.04  -0.078
H 0.05 -0.96 -2.25  0.087
H -0.58 -1.70 -0.74  0.116
H -1.15 0.71 -0.38  0.044
H -2.64 -0.83 -2.15  0.113
H -3.06 0.70 -1.72  0.108
H -1.98 1.74 -3.34  0.059
H -1.39 0.22 -4.03  0.074
H 2.03 -1.04 -0.81  0.080
H 1.54 0.51 -1.02  0.115
H 0.85 -1.67 1.11  0.112
H 0.35 0.06 1.33  0.090
H 2.22 0.79 2.27  0.104
H 2.49 -0.92 2.59  0.110
H 3.78 0.73 0.87  -0.021
H -1.90 3.10 -0.19  -0.002
H -1.65 4.70 -0.22  0.093
O -1.80 3.87 -0.78  -0.098
H -3.46 -2.82 2.64  0.025
H -2.63 -2.36 1.45  0.025
O -3.13 -2.05 2.23  -0.070
H 2.57 -0.38 -3.94  0.046
H 2.64 -1.25 -2.65  0.008
O 2.22 -1.16 -3.50  -0.041
H -1.20 2.81 2.15  0.026
H -1.64 1.30 2.04  0.065
O -1.68 2.24 1.58  -0.099
H 4.86 2.60 1.35  0.076
H 3.86 2.81 0.12  0.069
O 3.96 2.40 1.05  -0.070
H -2.67 -4.73 1.67  0.059
H -1.54 -4.50 0.52  -0.005
O -2.28 -4.12 1.03  -0.070
H -2.64 0.23 3.48  0.005
H -1.62 -0.83 2.97  0.064
O -1.73 0.04 3.49  -0.075
H -5.00 -0.36 1.04  0.050
H -4.28 0.86 1.44  0.030
O -4.66 0.06 1.85  -0.075
H 2.99 4.55 -1.41  0.078
H 2.10 3.20 -1.80  0.006
O 2.82 3.60 -1.30  -0.072
H 0.05 2.00 -1.51  0.028
H -0.46 3.29 -2.22  0.003
O 0.30 2.73 -2.14  -0.088
H 0.53 -5.82 -0.22  0.028
H -0.75 -5.41 -0.91  0.060
O -0.38 -5.59 -0.06  -0.031
H 2.05 -4.30 0.55  0.061
H 3.34 -4.57 -0.14  0.049
O 2.50 -5.01 0.02  -0.071
H 1.42 3.57 0.38  0.001
H 2.09 3.80 1.83  -0.010
O 1.47 4.06 1.20  -0.044